{"formula": "C40H66O29S2", "method": "ωB97M-V with the def2-TZVPD basis set", "gap_ev": 8.451, "lumo_ev": -0.293, "homo_ev": -8.74, "species": ["C", "C", "C", "O", "C", "O", "O", "H", "H", "H", "H", "H", "H", "C", "C", "C", "O", "C", "O", "O", "H", "H", "H", "H", "H", "H", "C", "C", "C", "O", "C", "O", "O", "H", "H", "H", "H", "H", "H", "C", "C", "C", "O", "C", "O", "O", "H", "H", "H", "H", "H", "H", "C", "C", "C", "O", "C", "O", "O", "H", "H", "H", "H", "H", "H", "C", "C", "C", "O", "C", "O", "O", "H", "H", "H", "H", "H", "H", "C", "C", "C", "O", "C", "O", "O", "H", "H", "H", "H", "H", "H", "C", "C", "C", "O", "C", "O", "O", "H", "H", "H", "H", "H", "H", "C", "C", "C", "O", "C", "O", "O", "H", "H", "H", "H", "H", "H", "C", "S", "O", "C", "H", "H", "H", "H", "H", "H", "C", "S", "O", "C", "H", "H", "H", "H", "H", "H"], "coordinates": [[14.05, -17.78, 11.82], [13.69, -17.31, 13.30], [14.57, -17.80, 14.45], [14.91, -16.54, 15.12], [14.37, -15.51, 14.40], [14.62, -14.31, 14.69], [13.79, -15.95, 13.31], [13.61, -17.15, 11.04], [13.56, -18.72, 11.56], [15.10, -17.91, 11.54], [12.68, -17.56, 13.63], [15.46, -18.31, 14.06], [14.02, -18.58, 14.98], [19.28, -18.12, 10.82], [18.33, -17.51, 9.73], [18.03, -18.57, 8.73], [16.61, -18.49, 8.67], [16.14, -17.66, 9.51], [14.91, -17.43, 9.71], [17.13, -17.19, 10.25], [20.28, -18.37, 10.46], [18.89, -19.04, 11.25], [19.45, -17.45, 11.67], [18.69, -16.65, 9.16], [18.27, -19.56, 9.10], [18.61, -18.39, 7.82], [16.90, -17.23, 14.94], [18.34, -17.45, 15.58], [18.84, -16.42, 16.57], [19.30, -17.17, 17.67], [18.82, -18.41, 17.63], [18.88, -19.31, 18.45], [18.21, -18.54, 16.45], [16.09, -17.05, 15.64], [16.61, -18.03, 14.25], [16.87, -16.25, 14.48], [19.05, -17.66, 14.78], [17.97, -15.83, 16.85], [19.66, -15.89, 16.08], [16.67, -16.77, 12.66], [16.80, -15.63, 11.63], [15.48, -15.28, 11.01], [15.31, -13.93, 11.38], [16.23, -13.49, 12.17], [16.39, -12.33, 12.49], [17.16, -14.47, 12.39], [17.53, -16.81, 13.33], [16.67, -17.73, 12.13], [15.80, -16.77, 13.32], [17.60, -15.78, 10.90], [14.67, -15.88, 11.41], [15.52, -15.53, 9.94], [19.27, -12.34, 11.65], [19.77, -13.00, 10.34], [21.29, -13.14, 10.22], [21.53, -14.48, 9.91], [20.42, -15.19, 10.14], [20.32, -16.39, 10.07], [19.42, -14.39, 10.44], [18.20, -12.47, 11.82], [19.36, -11.25, 11.58], [19.76, -12.74, 12.54], [19.28, -12.51, 9.50], [21.82, -12.91, 11.15], [21.69, -12.40, 9.51], [18.40, -15.42, 5.39], [18.32, -16.02, 6.79], [19.42, -15.49, 7.75], [18.67, -14.87, 8.69], [17.36, -15.13, 8.55], [16.51, -14.77, 9.35], [17.12, -15.58, 7.37], [18.39, -14.33, 5.43], [17.63, -15.75, 4.69], [19.31, -15.74, 4.90], [18.48, -17.09, 6.70], [20.05, -14.78, 7.20], [20.01, -16.27, 8.23], [13.01, -16.11, 8.74], [14.29, -16.47, 7.91], [14.41, -17.93, 7.54], [14.55, -17.95, 6.14], [14.43, -16.75, 5.63], [14.46, -16.46, 4.45], [14.16, -15.82, 6.64], [12.86, -16.69, 9.65], [12.16, -16.39, 8.12], [12.95, -15.04, 8.93], [15.16, -16.11, 8.44], [13.60, -18.47, 8.02], [15.31, -18.35, 8.00], [18.17, -13.38, 14.11], [19.58, -13.44, 14.74], [20.02, -12.13, 15.32], [20.32, -12.45, 16.70], [20.16, -13.81, 16.88], [20.43, -14.49, 17.94], [19.56, -14.34, 15.85], [18.13, -12.59, 13.35], [17.33, -13.24, 14.79], [17.97, -14.33, 13.62], [20.21, -13.95, 14.01], [19.23, -11.40, 15.11], [20.95, -11.92, 14.80], [14.53, -12.17, 14.11], [15.02, -12.36, 15.61], [14.22, -13.18, 16.55], [15.14, -14.14, 17.09], [16.24, -14.13, 16.35], [17.26, -14.82, 16.54], [16.15, -13.16, 15.41], [15.21, -11.75, 13.37], [13.69, -11.47, 14.18], [14.22, -13.12, 13.66], [15.24, -11.41, 16.09], [13.35, -13.56, 16.01], [13.97, -12.38, 17.24], [14.81, -12.22, 9.33], [16.55, -12.12, 9.26], [17.14, -11.50, 7.99], [16.83, -10.83, 10.53], [14.29, -11.35, 8.92], [14.52, -12.21, 10.38], [14.48, -13.09, 8.76], [16.85, -11.30, 11.51], [16.09, -10.03, 10.57], [17.83, -10.38, 10.57], [12.71, -14.33, 11.01], [11.33, -13.57, 11.96], [10.03, -14.26, 11.52], [11.80, -14.30, 13.63], [12.70, -13.86, 10.02], [12.58, -15.41, 11.06], [13.67, -14.25, 11.50], [12.22, -15.28, 13.40], [10.92, -14.42, 14.26], [12.54, -13.72, 14.18]]}